Arrangement w

DFT (ωB97M-V with the def2-TZVPD basis set) results for a 2-piece molecular cluster, C3H8NO2S overall.

Structure (XYZ):
```
15
Properties=species:S:1:pos:R:3
N -0.89 -2.15 -2.13
C -0.58 -1.08 -1.28
O -1.43 -0.88 -0.35
O 0.54 -0.55 -1.49
H -1.84 -2.58 -1.99
H -0.58 -2.09 -3.07
C 1.18 1.84 0.19
S 1.49 1.16 1.86
C -0.11 0.28 2.15
H 0.51 2.70 0.13
H 0.77 0.96 -0.36
H 2.15 2.06 -0.27
H 0.06 -0.45 2.97
H -0.88 1.00 2.45
H -0.37 -0.22 1.21
```

Computed properties:
* charge: -1
* gap between HOMO and LUMO: 7.86 eV

---

Arrangement x

DFT (ωB97M-V with the def2-TZVPD basis set) results for a 2-piece molecular cluster, C3H8NO2S overall.

Structure (XYZ):
```
15
Properties=species:S:1:pos:R:3
C 0.24 -0.21 -0.49
S 2.05 -0.15 -0.52
C 2.41 -0.42 -2.27
H -0.10 -1.17 -0.89
H -0.18 0.59 -1.08
H -0.02 0.01 0.54
H 3.42 -0.01 -2.41
H 2.38 -1.48 -2.50
H 1.68 0.14 -2.87
N -1.93 -0.36 1.91
C -1.73 1.10 2.08
O -2.29 1.59 3.08
O -1.08 1.67 1.18
H -2.06 -0.78 2.82
H -2.79 -0.51 1.39
```

Computed properties:
* charge: -1
* gap between HOMO and LUMO: 7.22 eV

---

Arrangement y

DFT (ωB97M-V with the def2-TZVPD basis set) results for a 2-piece molecular cluster, C3H8NO2S overall.

Structure (XYZ):
```
15
Properties=species:S:1:pos:R:3
O -0.97 -1.35 -1.57
C -1.21 -0.46 -0.78
C -0.42 0.77 -0.48
C -0.70 1.18 0.98
S 0.13 0.08 2.18
N 1.02 0.84 -0.73
H -2.19 -0.42 -0.29
H -0.82 1.53 -1.18
H -0.52 2.27 1.00
H -1.76 1.03 1.22
H 1.26 0.16 -1.43
H 1.54 0.81 0.13
H 2.08 -1.72 0.64
H 0.89 -2.19 -0.10
O 1.65 -2.52 0.39
```

Computed properties:
* charge: -1
* gap between HOMO and LUMO: 6.88 eV

---

Looking at the structures above, which would you pick as the most stable? I would pick arrangement w.